No. 1
The following is a DFT calculation (ωB97M-V/def2-TZVPD) of an isolated ion of composition C9H12N5 and charge +1.

Structure (XYZ):
```
26
Properties=species:S:1:pos:R:3:forces:R:3
C -1.565 -1.451 -3.351 0.22 0.09 0.23
C -0.951 -1.107 -2.395 -0.61 -0.07 0.13
N -0.124 -0.484 -1.676 3.65 1.65 3.15
C 0.293 -0.496 -0.457 -1.65 -0.27 -1.69
C 1.396 0.383 -0.064 0.64 0.98 -1.15
N 1.923 1.143 -0.934 -1.88 -1.44 -0.13
C 2.809 2.199 -0.758 0.79 -0.84 4.54
N 2.611 2.974 -1.903 -0.56 1.95 -3.23
N -0.404 -1.063 0.596 -0.19 -1.14 1.38
C 0.107 -1.652 1.759 -2.02 1.10 -0.56
C -0.968 -1.857 2.563 -1.20 0.30 0.02
C -2.146 -1.413 1.827 3.88 0.16 -0.67
C -3.518 -1.222 2.162 -2.08 0.36 0.37
N -1.773 -0.947 0.662 0.88 -0.02 -0.81
H -2.194 -1.921 -3.966 -2.01 -1.43 -2.09
H 1.690 0.433 0.958 0.04 -0.06 0.99
H 3.767 1.817 -0.879 2.14 -0.84 0.21
H 2.798 2.723 0.243 -0.28 -0.11 -1.20
H 3.494 3.276 -2.357 -0.66 -0.30 0.10
H 2.054 3.824 -1.769 -0.26 -0.34 -0.17
H 2.079 2.194 -2.439 0.38 1.45 -0.14
H 1.134 -1.765 1.933 1.14 -0.27 0.07
H -1.018 -2.134 3.600 0.34 -0.43 0.03
H -3.760 -1.713 3.119 -0.29 0.18 -0.58
H -3.664 -0.106 2.257 -0.32 -1.27 -0.09
H -4.070 -1.638 1.272 -0.11 0.59 1.29
```
Positions in Å, forces in eV/Å.

Output
SMILES: C#C/N=C(/C=N/C[NH3+])n1ccc(C)n1
LUMO (alpha / beta) in eV: -4.3801 / -4.3802
ΔE to the lowest compared entry with this formula, charge and spin in eV: 5.164
HOMO-LUMO gap (alpha / beta) in eV: 7.091 / 7.092
Charge: +1


No. 2
The following is a DFT calculation (ωB97M-V/def2-TZVPD) of a 2-piece molecular cluster, C10H16 overall.

Structure (XYZ):
```
26
Properties=species:S:1:pos:R:3:forces:R:3
C -2.243 0.670 1.633 0.40 -0.82 1.11
C -2.026 -0.706 1.044 -0.18 0.06 -0.23
C -1.044 -1.518 1.590 0.10 -0.35 0.30
C -0.765 -2.800 1.106 -1.34 0.62 0.05
C -1.452 -3.190 -0.034 0.09 -0.28 0.19
C -2.378 -2.349 -0.659 -0.24 -1.10 0.56
C -2.772 -1.175 -0.046 1.26 0.74 -0.45
H -3.266 0.837 1.972 -0.18 0.28 -0.72
H -1.799 1.451 1.021 -0.43 0.18 -0.13
H -1.706 0.672 2.587 0.22 0.23 -0.11
H -0.555 -1.165 2.485 0.21 0.01 0.12
H -0.253 -3.511 1.735 0.56 0.01 -0.27
H -1.371 -4.212 -0.380 0.23 0.05 -0.22
H -2.867 -2.809 -1.510 -0.25 0.54 -0.15
H -3.461 -0.483 -0.504 -0.42 -0.17 -0.07
C 2.981 2.928 -0.568 0.44 -0.66 -0.20
C 2.112 1.649 -0.626 -0.24 1.17 -0.43
C 2.384 0.898 -1.913 0.52 -0.99 -0.34
H 2.448 3.781 -0.163 0.07 0.08 0.21
H 3.350 3.188 -1.563 -0.27 0.13 -0.09
H 3.894 2.727 -0.004 -0.09 0.21 0.24
H 2.257 1.077 0.283 -0.02 -0.34 0.00
H 1.076 1.997 -0.646 -0.10 -0.32 0.15
H 2.082 1.487 -2.781 0.05 0.08 0.05
H 3.444 0.646 -2.031 0.11 0.42 0.06
H 1.931 -0.092 -2.028 -0.49 0.21 0.35
```
Positions in Å, forces in eV/Å.

Output
SMILES: Cc1ccccc1.CCC
LUMO in eV: 0.9641
ΔE to the lowest compared entry with this formula, charge and spin in eV: 0.688
HOMO-LUMO gap in eV: 10.008
Charge: 0


No. 3
The following is a DFT calculation (ωB97M-V/def2-TZVPD) of a 3-piece molecular cluster, C20H43FO12P3 overall.

Structure (XYZ):
```
79
Properties=species:S:1:pos:R:3:forces:R:3
C 1.361 -1.218 -3.781 0.30 -0.67 -0.61
C 1.629 -2.692 -4.221 0.14 0.18 0.50
P 2.689 -2.650 -5.729 -0.13 0.81 -0.70
C 4.445 -2.257 -5.222 -0.77 -0.37 -0.08
C 2.804 -4.364 -6.486 -0.29 0.30 -0.81
O 2.021 -5.350 -5.818 0.90 0.27 0.43
C 2.546 -5.703 -4.602 -0.63 -0.58 1.01
O 1.800 -6.191 -3.790 -0.05 -0.06 -0.39
C 4.053 -5.538 -4.259 1.71 0.46 -0.09
O 4.333 -4.962 -3.195 -0.98 0.20 0.12
O 4.880 -6.005 -5.072 -0.75 -0.28 -0.53
C 2.258 -4.294 -7.919 0.93 0.31 0.26
C 3.062 -3.367 -8.826 -0.41 0.29 -0.53
F 2.384 -5.576 -8.462 -0.41 -0.08 -0.13
H 2.187 -0.585 -4.119 -0.06 0.15 0.34
H 0.465 -0.871 -4.299 0.03 0.17 0.22
H 1.248 -1.165 -2.698 -0.03 0.15 -0.07
H 0.658 -3.122 -4.474 0.25 -0.33 -0.10
H 2.064 -3.263 -3.394 0.04 -0.04 -0.16
H 4.641 -1.225 -5.513 0.06 0.00 0.27
H 4.603 -2.454 -4.161 0.20 0.00 -0.09
H 5.088 -2.904 -5.824 0.05 -0.02 0.22
H 3.859 -4.645 -6.599 -0.15 -0.26 0.39
H 1.210 -3.988 -7.946 -0.07 -0.31 0.17
H 2.425 -3.123 -9.685 0.18 0.01 0.00
H 3.964 -3.829 -9.230 -0.02 -0.20 0.34
H 3.321 -2.417 -8.358 -0.05 -0.13 0.13
O 1.335 -2.029 0.282 -0.55 3.74 -1.53
P 0.039 -1.710 0.959 -0.72 -6.75 3.95
O 0.505 -1.699 2.545 -0.15 0.75 -0.55
C 1.238 -0.572 3.022 0.15 0.18 0.08
C 0.399 0.694 3.063 -0.04 -0.01 -0.12
O -0.614 -3.209 0.815 -0.45 0.55 -0.25
C -0.046 -4.222 -0.026 0.25 -0.32 -0.03
C 0.954 -5.070 0.733 -0.03 -0.09 0.19
O -1.451 -1.089 1.305 1.68 1.87 -1.64
C -2.605 -1.860 1.654 -0.72 -0.30 -0.17
C -2.488 -2.588 2.975 0.31 0.02 0.20
H 2.127 -0.424 2.402 0.00 -0.05 0.01
H 1.574 -0.820 4.029 -0.04 -0.15 -0.04
H 0.118 1.014 2.055 0.02 0.04 0.03
H 0.953 1.508 3.531 0.01 -0.02 0.00
H -0.524 0.531 3.619 0.02 0.01 0.04
H 0.395 -3.789 -0.921 0.10 0.10 0.11
H -0.873 -4.851 -0.361 -0.12 0.12 0.11
H 1.689 -4.461 1.258 0.04 0.11 -0.18
H 1.477 -5.742 0.051 0.00 0.03 -0.03
H 0.441 -5.671 1.488 -0.02 -0.02 -0.03
H -2.870 -2.536 0.843 0.21 -0.08 0.02
H -3.424 -1.139 1.727 0.22 0.22 -0.06
H -1.678 -3.313 2.981 0.00 0.00 -0.13
H -3.419 -3.120 3.181 -0.06 0.10 -0.06
H -2.298 -1.883 3.787 -0.08 0.02 -0.01
O -1.224 3.973 4.257 -0.89 -1.06 3.34
P -2.113 5.093 4.683 0.23 4.17 -5.63
O -3.356 5.008 3.608 0.17 -0.25 0.90
C -4.290 3.935 3.740 -0.19 -0.24 -0.01
C -5.136 4.048 4.996 0.11 0.04 0.11
O -1.252 6.347 4.070 -0.22 -0.05 0.67
C 0.064 6.191 3.542 0.21 -0.05 -0.34
C 0.026 5.895 2.056 -0.11 0.08 -0.12
O -2.898 6.081 5.731 0.69 -2.66 0.94
C -2.912 7.514 5.662 0.15 0.77 0.24
C -3.622 8.068 4.447 -0.13 -0.24 -0.25
H -3.756 2.980 3.721 0.03 0.03 -0.03
H -4.934 3.970 2.861 0.12 0.11 -0.07
H -4.526 3.931 5.896 -0.05 -0.03 -0.01
H -5.907 3.277 5.009 0.03 -0.02 -0.04
H -5.613 5.027 5.056 -0.03 0.00 -0.04
H 0.619 5.431 4.089 -0.16 -0.14 -0.02
H 0.584 7.137 3.710 -0.16 0.06 0.07
H -0.652 5.075 1.821 0.09 -0.12 0.15
H 1.022 5.642 1.691 -0.01 0.01 0.00
H -0.331 6.769 1.507 0.04 0.01 0.00
H -1.903 7.908 5.756 0.07 -0.16 -0.17
H -3.449 7.841 6.556 -0.03 -0.31 0.06
H -3.151 7.768 3.515 0.11 -0.02 0.06
H -3.618 9.159 4.490 -0.01 -0.02 0.13
H -4.656 7.722 4.414 -0.02 0.06 0.06
```
Positions in Å, forces in eV/Å.

Output
LUMO in eV: 0.8904
HOMO-LUMO gap in eV: 5.753
Charge: -1


> What is the charge in the first record?

+1